Molecular formula: H3NOS
Method: DFT, ωB97M-V with the def2-TZVPD basis set

## Properties
Energy relative to the best compared isomer or geometry (same formula, charge and spin) = 2.520 eV
Strongest force on any atom = 5.56 eV/Å
Spin multiplicity = 1
Gap between HOMO and LUMO (alpha / beta) = 0.28477 / 0.28420 hartree
Highest occupied orbital energy (alpha / beta) = -8.6029 / -8.5980 eV
LUMO level (alpha / beta) = -0.85 / -0.86 eV

Last column: natural (NBO) charge in e.
Element x y z (Å)
1 N -0.02 0.82 -0.83  -0.99
2 O 0.35 -0.53 1.15  -0.84
3 S 1.16 -0.10 -0.12  0.77
4 H -0.42 1.48 -0.23  0.37
5 H -0.77 0.23 -1.09  0.36
6 H -0.29 -1.91 1.13  0.34